[1]
DFT (wB97M-V/def2-TZVPD) results for 2 unconnected molecules or ions with the total composition C4H12O2S in a non-equilibrium geometry.

The geometry in XYZ format:
```
19
Properties=species:S:1:pos:R:3
C -0.64 1.61 -1.37
O -1.16 2.82 -0.82
C -0.38 0.65 -0.23
C 0.00 -0.78 -0.63
C 0.78 -1.47 0.48
S 1.68 -2.95 -0.04
H 0.22 1.76 -2.02
H -1.43 1.18 -1.99
H -0.62 3.56 -1.13
H 0.39 1.06 0.43
H -1.26 0.64 0.41
H -0.90 -1.32 -0.91
H 0.55 -0.78 -1.58
H 0.06 -1.70 1.26
H 1.53 -0.83 0.93
H 0.71 -3.82 0.29
H -1.48 2.93 2.87
H -1.66 2.76 1.28
O -1.62 2.31 2.14
```

HOMO energy: -9.0 eV
relative energy (zero: lowest compared OMol25 entry of this formula, charge and spin): 4.57 kcal/mol
maximum force: 1.11 eV/A
electronic energy: -708.2516 a.u.
SMILES string: OCCCCS.O

Which charges does Mulliken predict for the atoms? In e, they are: -0.534 -0.506 -0.489 -0.522 -0.792 -0.224 0.402 0.220 0.297 0.314 0.326 0.326 0.397 0.345 0.346 0.116 0.292 0.329 -0.642

[2]
DFT (wB97M-V/def2-TZVPD) results for 4 unconnected molecules or ions with the total composition C4H12O3 in a non-equilibrium geometry.

The geometry in XYZ format:
```
19
Properties=species:S:1:pos:R:3
C -2.15 -3.00 -3.04
C -2.02 -1.68 -2.69
C -0.96 -1.16 -1.70
C -1.31 -0.29 -0.81
H -1.40 -3.77 -2.66
H -3.14 -3.36 -3.29
H -3.00 -1.04 -2.69
H -0.08 -1.71 -1.84
H -0.59 0.37 -0.27
H -2.37 -0.20 -0.60
H 4.43 -3.73 2.42
H 3.21 -3.47 1.48
O 3.41 -3.91 2.33
H 0.37 5.61 0.31
H 0.43 5.21 1.80
O 0.63 5.88 1.15
H 0.95 2.67 3.62
H 0.05 2.45 2.36
O 0.93 2.75 2.62
```

HOMO energy (spin up / spin down): 0.6 / -3.2 eV
relative energy (zero: lowest compared OMol25 entry of this formula, charge and spin): 68.80 kcal/mol
total charge: -1
expectation value of S²: 0.7622
2S+1: 2
maximum force: 7.39 eV/A
electronic energy: -385.1887 a.u.

Which charges does Mulliken predict for the atoms? In e, they are: -0.760 -0.492 -0.303 -0.785 0.210 0.238 0.185 0.361 0.144 0.256 0.327 0.344 -0.678 0.331 0.346 -0.700 0.344 0.348 -0.717

[3]
DFT (wB97M-V/def2-TZVPD) results for 3 unconnected molecules or ions with the total composition C4H12O3 in a non-equilibrium geometry.

The geometry in XYZ format:
```
19
Properties=species:S:1:pos:R:3
O 0.27 -2.12 0.56
C 1.30 -1.56 0.28
C 1.36 -0.07 0.13
C -0.04 0.54 -0.14
C 0.08 2.04 -0.25
H 2.26 -2.09 0.11
H 1.78 0.43 0.99
H 2.10 0.18 -0.66
H -0.42 0.06 -1.03
H -0.66 0.31 0.71
H -0.91 2.52 -0.47
H 0.67 2.44 -1.08
H 0.25 2.54 0.71
H -1.71 0.26 -3.70
H -2.65 -0.77 -3.19
O -1.77 -0.70 -3.54
H -0.15 0.30 2.78
H -1.03 0.97 3.83
O -0.43 1.18 3.09
```

HOMO energy: -9.8 eV
relative energy (zero: lowest compared OMol25 entry of this formula, charge and spin): 16.35 kcal/mol
maximum force: 2.69 eV/A
electronic energy: -385.2957 a.u.
SMILES string: CCCC=O.O.O

Which charges does Mulliken predict for the atoms? In e, they are: -0.481 0.010 -0.711 -0.105 -1.377 0.345 0.340 0.377 0.332 0.263 0.341 0.360 0.329 0.317 0.315 -0.645 0.298 0.312 -0.619

[4]
DFT (wB97M-V/def2-TZVPD) results for a molecular structure, C4H12O3 in a non-equilibrium geometry.

The geometry in XYZ format:
```
19
Properties=species:S:1:pos:R:3
C 0.32 -1.02 0.62
O 2.81 -0.08 -0.33
C 0.29 -0.84 -1.03
C -0.44 -1.89 -0.27
C -2.58 1.26 0.18
O -1.97 0.08 -0.14
H -0.08 -0.09 1.00
H 1.03 -1.49 1.28
H 3.66 0.31 -0.67
H -0.05 0.20 -1.09
H 1.01 -1.09 -1.80
H -0.14 -2.90 -0.55
H -1.52 -1.80 -0.48
H -2.02 1.86 0.91
H -2.78 1.89 -0.71
H -3.56 0.99 0.61
H 2.28 0.76 0.34
H 2.10 2.36 1.15
O 1.65 1.51 0.98
```

HOMO energy: -8.6 eV
relative energy (zero: lowest compared OMol25 entry of this formula, charge and spin): 231.66 kcal/mol
maximum force: 1.84 eV/A
electronic energy: -384.9526 a.u.

Which charges does Mulliken predict for the atoms? In e, they are: -0.336 -0.696 -0.176 -0.322 -0.634 -0.357 0.256 0.257 0.235 0.227 0.310 0.319 0.208 0.280 0.250 0.287 0.405 0.220 -0.731

[5]
DFT (wB97M-V/def2-TZVPD) results for 2 unconnected molecules or ions with the total composition C4H12O3 in a non-equilibrium geometry.

The geometry in XYZ format:
```
19
Properties=species:S:1:pos:R:3
C -0.23 -1.69 -0.14
O -0.50 -3.00 -0.66
C -1.36 -0.74 -0.49
C -1.65 0.19 0.65
C -0.99 1.46 1.05
O 0.37 1.26 1.27
H -0.09 -1.93 0.89
H 0.74 -1.50 -0.59
H -0.72 -3.01 -1.55
H -2.27 -1.39 -0.83
H -1.18 -0.08 -1.46
H -1.45 -0.35 1.59
H -2.74 0.32 0.84
H -1.39 2.12 1.90
H -0.89 2.11 0.18
H 0.53 0.75 2.12
H 4.98 2.45 -1.14
H 4.41 1.44 -2.24
O 4.42 1.60 -1.38
```

HOMO energy: -10.1 eV
relative energy (zero: lowest compared OMol25 entry of this formula, charge and spin): 54.27 kcal/mol
maximum force: 7.46 eV/A
electronic energy: -385.2353 a.u.
SMILES string: OCCCCO.O

Which charges does Mulliken predict for the atoms? In e, they are: -0.394 -0.578 -0.205 -0.650 -0.527 -0.527 0.309 0.228 0.278 0.309 0.238 0.285 0.401 0.285 0.245 0.302 0.331 0.289 -0.618

[6]
DFT (wB97M-V/def2-TZVPD) results for 3 unconnected molecules or ions with the total composition C4H12O3 in a non-equilibrium geometry.

The geometry in XYZ format:
```
19
Properties=species:S:1:pos:R:3
C 1.18 0.91 -0.25
C 0.30 1.72 0.68
C -0.27 0.95 1.92
C -0.83 2.29 -0.14
O 2.31 0.56 0.02
H 0.78 0.76 -1.25
H 0.94 2.48 1.11
H 0.00 -0.10 1.84
H -1.35 0.93 2.03
H 0.22 1.39 2.78
H -1.44 2.98 0.42
H -1.52 1.50 -0.44
H -0.57 2.76 -1.09
H -2.67 -4.59 -5.07
H -1.64 -4.81 -3.99
O -2.22 -5.30 -4.60
H 2.44 -2.23 2.01
H 2.31 -0.79 1.67
O 2.03 -1.42 2.35
```

HOMO energy: -10.2 eV
relative energy (zero: lowest compared OMol25 entry of this formula, charge and spin): 15.58 kcal/mol
maximum force: 1.03 eV/A
electronic energy: -385.2969 a.u.
SMILES string: CC(C)C=O.O.O

Which charges does Mulliken predict for the atoms? In e, they are: -0.273 0.990 -1.240 -1.814 -0.536 0.371 0.240 0.341 0.366 0.289 0.406 0.421 0.424 0.320 0.321 -0.640 0.310 0.341 -0.638

[7]
DFT (wB97M-V/def2-TZVPD) results for 2 unconnected molecules or ions with the total composition C4H12O3 in a non-equilibrium geometry.

The geometry in XYZ format:
```
19
Properties=species:S:1:pos:R:3
C 0.71 1.17 -1.01
O 0.73 2.34 -1.89
C -0.75 0.79 -0.69
C -1.03 -0.15 0.56
C 0.06 -0.49 1.60
O 0.18 0.51 2.55
H 1.31 1.54 -0.11
H 1.32 0.34 -1.48
H 0.34 2.18 -2.78
H -1.14 1.89 -0.75
H -1.22 0.20 -1.43
H -1.87 0.26 1.09
H -1.36 -1.15 0.24
H -0.26 -1.50 2.03
H 1.03 -0.76 1.15
H 0.80 1.18 2.07
H 0.00 -3.45 -0.10
H 0.85 -2.14 -0.26
O 0.29 -2.80 -0.75
```

HOMO energy: -10.3 eV
relative energy (zero: lowest compared OMol25 entry of this formula, charge and spin): 41.54 kcal/mol
maximum force: 3.28 eV/A
electronic energy: -385.2556 a.u.
SMILES string: OCCCCO.O

Which charges does Mulliken predict for the atoms? In e, they are: -0.177 -0.567 -0.471 -0.444 -0.793 -0.526 0.156 0.200 0.303 0.309 0.240 0.325 0.486 0.273 0.361 0.342 0.321 0.310 -0.648

[8]
DFT (wB97M-V/def2-TZVPD) results for 3 unconnected molecules or ions with the total composition C4H12O3 in a non-equilibrium geometry.

The geometry in XYZ format:
```
19
Properties=species:S:1:pos:R:3
C -2.65 0.90 0.34
C -1.57 0.01 0.99
C -0.71 -0.70 0.27
O -0.67 -0.53 -1.10
C 0.21 -1.75 0.80
H -2.91 1.63 1.12
H -2.28 1.31 -0.60
H -3.51 0.25 0.12
H -1.83 -0.30 1.99
H -0.18 -1.20 -1.59
H 1.24 -1.59 0.47
H 0.15 -1.74 1.89
H -0.09 -2.77 0.56
H 0.31 1.19 -0.69
H 0.99 2.59 -0.68
O 1.12 1.67 -0.94
H 2.61 0.71 -0.23
H 3.80 -0.01 -0.73
O 3.25 0.05 0.05
```

HOMO energy: -8.7 eV
relative energy (zero: lowest compared OMol25 entry of this formula, charge and spin): 13.04 kcal/mol
maximum force: 1.90 eV/A
electronic energy: -385.3010 a.u.
SMILES string: C/C=C(/C)O.O.O

Which charges does Mulliken predict for the atoms? In e, they are: -1.001 -0.247 0.683 -0.533 -1.363 0.308 0.295 0.260 0.322 0.310 0.334 0.329 0.345 0.359 0.291 -0.726 0.372 0.316 -0.653

[9]
DFT (wB97M-V/def2-TZVPD) results for 3 unconnected molecules or ions with the total composition C4H12O3 in a non-equilibrium geometry.

The geometry in XYZ format:
```
19
Properties=species:S:1:pos:R:3
C -0.80 1.57 -1.85
C -0.98 1.58 -0.29
C -0.31 0.71 0.43
O 0.64 -0.14 -0.06
C -0.41 0.46 1.91
H -1.41 0.76 -2.31
H 0.23 1.42 -2.12
H -1.22 2.50 -2.34
H -1.67 2.37 0.10
H 1.43 -0.46 0.66
H 0.59 0.52 2.47
H -1.02 -0.39 2.30
H -1.10 1.17 2.41
H -1.38 -2.75 0.05
H -0.10 -2.08 -0.46
O -0.78 -2.78 -0.66
H 2.67 -0.89 -0.60
H 2.65 -2.26 0.10
O 2.98 -1.32 0.26
```

HOMO energy: -8.8 eV
relative energy (zero: lowest compared OMol25 entry of this formula, charge and spin): 36.76 kcal/mol
maximum force: 4.07 eV/A
electronic energy: -385.2632 a.u.
SMILES string: C/C=C(/C)O.O.O

Which charges does Mulliken predict for the atoms? In e, they are: -0.981 -0.239 0.579 -0.611 -1.268 0.258 0.271 0.307 0.327 0.461 0.309 0.246 0.324 0.296 0.364 -0.641 0.374 0.349 -0.728

[10]
DFT (wB97M-V/def2-TZVPD) results for 2 unconnected molecules or ions with the total composition C4H12O3 in a non-equilibrium geometry.

The geometry in XYZ format:
```
19
Properties=species:S:1:pos:R:3
C 1.40 -1.41 0.81
O 1.07 -2.70 0.30
C 0.68 -0.08 0.48
C 0.03 0.03 -0.89
C 0.51 1.26 -1.61
O -1.40 0.28 -0.62
H 2.45 -1.21 0.55
H 1.39 -1.46 1.90
H 0.52 -3.10 0.97
H 1.42 0.66 0.77
H -0.13 0.13 1.18
H 0.05 -0.92 -1.45
H 0.10 1.39 -2.61
H 1.60 1.29 -1.77
H 0.50 2.08 -0.88
H -1.88 -0.39 -1.12
H -1.96 1.79 0.44
H -1.08 2.34 1.46
O -2.02 2.29 1.27
```

HOMO energy: -10.4 eV
relative energy (zero: lowest compared OMol25 entry of this formula, charge and spin): 26.62 kcal/mol
maximum force: 1.79 eV/A
electronic energy: -385.2793 a.u.
SMILES string: C[C@H](O)CCO.O

Which charges does Mulliken predict for the atoms? In e, they are: -0.733 -0.522 -0.552 0.348 -1.358 -0.603 0.271 0.392 0.318 0.360 0.298 0.500 0.332 0.363 0.283 0.279 0.390 0.282 -0.649